No. 1
2 unconnected molecules or ions with the total composition C5H12N2O at a distorted geometry. Source: OMol25; level of theory: ωB97M-V with the def2-TZVPD basis set.

Properties
F_max (eV Å⁻¹): 5.5
Orbital gap (alpha / beta) (hartree): 0.2593 / 0.2593
HOMO energy (alpha / beta) (eV): -6.26 / -6.26
Relative energy (zero: lowest compared OMol25 entry of this formula, charge and spin) (eV): 5.619

Atoms and positions in Å:
O: -0.43 3.03 0.30
N: 0.86 -0.80 -1.88
N: 0.05 -0.31 -0.83
C: -0.49 0.12 1.60
C: 1.97 -0.25 0.71
C: 0.57 2.38 0.28
C: 0.46 0.08 0.42
C: -1.33 -0.16 -1.26
H: 0.57 -0.34 -2.75
H: 2.68 0.17 0.03
H: -1.43 0.45 -2.15
H: -0.22 0.79 2.33
H: 2.30 -0.03 1.70
H: -1.72 -1.20 -1.53
H: -0.51 -0.92 1.85
H: -2.00 0.13 -0.48
H: 2.06 -1.34 0.57
H: -1.48 0.46 1.14
H: 0.60 -1.79 -2.04
H: 1.68 2.74 0.25

These are the Löwdin partial charges, in e, on atoms 1 to 4:
1 O -0.04
2 N 0.06
3 N -0.26
4 C -0.05

No. 2
A molecular structure, C32H96B2N8O8Pt at a distorted geometry. Source: OMol25; level of theory: ωB97M-V with the def2-TZVPD basis set.

Properties
Multiplicity: 3
F_max (eV Å⁻¹): 5.4
Orbital gap (alpha / beta) (hartree): 0.2423 / 0.1717
HOMO energy (alpha / beta) (eV): -8.84 / -8.84
Expectation value of S²: 2.0247
Relative energy (zero: lowest compared OMol25 entry of this formula, charge and spin) (eV): 0.000

Atoms and positions in Å:
Pt: -0.18 3.18 -0.19
O: -2.17 4.87 -2.86
O: -1.47 -7.52 -0.58
O: 1.43 3.27 -5.84
O: -7.31 -2.02 5.29
O: 5.63 4.89 0.52
O: 4.17 -3.62 -0.05
O: 2.66 -4.23 -5.41
O: -1.34 -1.59 8.31
N: -6.38 -1.00 1.80
N: 1.79 2.45 -3.34
N: 1.64 -1.92 -3.57
N: 3.15 3.65 1.19
N: -3.84 -4.69 -0.81
N: -0.49 -0.46 4.93
N: 3.70 -0.70 2.23
N: 0.07 6.04 -1.81
C: 5.73 -1.46 1.06
C: -6.38 0.46 3.63
C: 3.31 -4.60 -6.54
C: 3.84 -5.01 -0.15
C: -1.18 -1.24 5.96
C: -3.39 -6.05 -0.99
C: -6.30 -0.97 3.26
C: 2.96 2.90 -4.07
C: 1.61 -3.23 -5.72
C: 3.52 -2.83 0.93
C: -2.03 -8.59 0.17
C: -0.29 8.08 -2.99
C: -1.31 -2.64 5.40
C: -7.46 -1.81 3.90
C: -0.97 6.86 -2.36
C: 4.29 2.25 -3.61
C: -3.06 4.14 -3.72
C: -3.39 -6.45 -2.52
C: 1.00 3.16 -7.18
C: -8.29 -2.93 5.75
C: -0.44 -1.94 -4.72
C: 3.15 4.66 3.50
C: -1.67 6.06 -3.41
C: 7.02 5.03 0.30
C: 5.32 4.60 1.95
C: 4.18 -1.46 1.11
C: -0.48 -1.03 7.35
C: 3.78 4.68 2.07
C: -2.02 -6.24 -0.29
C: 0.84 -2.79 -4.44
C: 2.72 2.77 -5.58
C: -0.61 -1.56 9.55
B: -1.14 0.38 0.15
B: -1.84 4.50 2.17
H: -3.43 3.22 -3.27
H: 0.48 -1.55 7.30
H: -1.09 -1.87 -3.85
H: 4.14 -5.26 -6.30
H: -3.01 -7.44 -2.77
H: 1.07 2.72 -3.99
H: 1.69 3.64 -7.87
H: 0.88 -3.72 -6.37
H: -1.32 -5.48 -0.64
H: 3.68 -3.23 1.94
H: 2.66 -5.18 -7.19
H: -0.21 -0.90 -4.97
H: -7.25 1.00 3.26
H: -1.40 -0.66 0.26
H: 2.77 -5.18 -0.24
H: 3.72 -3.73 -7.05
H: -1.12 -2.20 10.28
H: -4.43 -6.46 -2.85
H: -9.24 -2.39 5.74
H: 2.74 -0.77 2.54
H: 4.22 -0.97 3.06
H: -1.74 -2.59 4.40
H: 7.15 5.06 -0.78
H: -1.71 7.21 -1.64
H: -0.83 -0.67 4.00
H: 1.91 -2.35 -6.28
H: -4.19 -6.57 -0.45
H: -5.37 -1.43 3.61
H: 5.79 5.37 2.55
H: 0.12 8.75 -2.24
H: 1.10 -1.81 -2.73
H: -2.35 4.29 1.24
H: -2.48 3.89 -4.62
H: 0.49 -3.66 -3.89
H: 3.64 5.69 1.69
H: 5.72 3.63 2.24
H: -3.04 -5.65 -3.18
H: -1.87 -3.33 6.04
H: -1.26 5.40 2.04
H: -5.52 1.03 3.27
H: -4.82 -4.63 -1.04
H: 3.43 2.77 1.59
H: -1.02 -2.33 -5.55
H: 0.59 6.58 -1.14
H: -0.41 -3.25 5.34
H: -8.42 -1.38 3.62
H: -7.55 -2.77 3.40
H: -2.42 6.64 -3.95
H: 3.68 5.39 4.11
H: 3.70 3.69 0.34
H: -3.07 -8.64 -0.17
H: 0.44 7.82 -3.76
H: 7.60 4.26 0.81
H: -5.92 -1.85 1.53
H: 3.15 3.95 -3.82
H: -8.27 -3.29 6.78
H: 6.21 -1.83 0.15
H: -1.05 8.68 -3.49
H: 2.40 -2.47 -3.19
H: 6.06 -2.06 1.91
H: 4.39 -5.52 -0.94
H: 1.85 1.45 -3.43
H: -1.98 -6.08 0.79
H: 0.41 -1.92 9.46
H: 0.85 2.12 -7.48
H: -1.00 5.66 -4.16
H: -6.41 0.63 4.71
H: 0.05 3.70 -7.16
H: 3.11 3.66 3.92
H: -0.25 0.02 7.53
H: -5.73 -0.29 1.49
H: -1.81 0.96 0.76
H: -3.84 4.84 -4.01
H: 5.17 2.82 -3.92
H: -3.33 -3.93 -1.24
H: 6.14 -0.46 1.15
H: -1.17 3.67 2.34
H: -2.20 -0.89 6.11
H: -1.73 -9.59 -0.14
H: 3.37 3.39 -6.20
H: 4.22 1.22 -3.96
H: -0.76 0.49 5.13
H: 2.47 -2.69 0.71
H: 2.77 1.70 -5.79
H: -0.11 0.55 0.43
H: -1.95 -8.65 1.26
H: -1.31 0.68 -0.87
H: 4.14 -5.54 0.76
H: 0.80 6.14 -2.50
H: 7.39 5.97 0.71
H: 3.88 -0.86 0.25
H: -8.37 -3.84 5.15
H: 4.37 2.16 -2.52
H: 2.12 4.99 3.39
H: -0.51 -0.54 9.94
H: -2.59 4.56 2.94

These are the Löwdin partial charges, in e, on atoms 1 to 4:
1 Pt 0.99
2 O -0.22
3 O -0.20
4 O -0.24